[1]
137
Properties=species:S:1:pos:R:3:forces:R:3 method="wB97M-V/def2-TZVPD" e_homo_ev=-5.9 total_charge=-1
C 1.503516 -0.261541 -0.218910 0.042 1.943 2.198
C 0.979300 0.731861 0.974237 0.339 -1.286 0.087
O -0.236244 1.082637 0.881136 1.622 0.032 0.225
O 1.822561 0.890691 1.918970 -1.407 0.315 -1.504
H 1.049034 -1.203301 0.018823 -0.509 -0.522 -0.327
H 2.578198 -0.349018 -0.032284 -0.361 0.022 -0.619
H 1.204913 0.160333 -1.167821 0.223 -0.195 -0.306
C 2.086109 4.576936 0.769280 0.336 -0.234 -0.094
C 3.419297 3.883168 0.766344 0.855 -0.233 1.185
O 4.108334 4.088275 -0.473464 0.111 -0.018 -0.079
P 5.390681 3.200121 -0.795268 -2.196 0.224 -2.260
O 6.570066 3.291756 0.017342 1.227 0.080 1.246
O 4.762802 1.767227 -1.012481 0.354 -0.006 -0.476
C 5.018737 0.699936 -0.098377 -0.062 -0.330 0.664
C 5.067112 -0.642091 -0.798327 2.720 0.345 1.318
O 5.626408 3.674728 -2.285447 1.015 -0.054 0.137
C 4.634000 3.965829 -3.244730 -0.038 -0.432 -1.067
C 5.290326 3.939717 -4.675621 -0.038 -0.280 1.764
H 1.571183 4.228549 1.676419 -0.176 0.273 -0.445
H 2.142937 5.663971 0.710503 0.099 -0.008 0.187
H 1.604520 4.219535 -0.137897 -0.570 -0.024 0.125
H 4.140010 4.223496 1.530146 -0.593 0.083 0.104
H 3.225270 2.818779 0.986386 0.183 0.173 -0.438
H 5.984306 0.895464 0.414131 -0.831 -0.078 0.050
H 4.122798 0.713253 0.530101 0.595 -0.073 0.753
H 5.415533 -1.389391 0.018787 -0.987 0.849 -1.576
H 4.145787 -0.793201 -1.275684 -1.273 -0.863 -0.471
H 5.845339 -0.556475 -1.576151 -0.162 -0.373 0.234
H 3.797833 3.250049 -3.155816 0.328 0.164 -0.178
H 4.238552 4.949144 -3.013630 -0.085 0.249 -0.151
H 4.611826 4.410040 -5.353887 -0.228 0.686 -0.530
H 6.283856 4.415034 -4.623155 -0.564 0.075 -0.165
H 5.428181 2.935474 -5.060395 0.076 -0.336 0.268
C 1.327472 0.114707 -6.460922 0.098 -0.525 -0.578
C 0.073128 0.589444 -7.176882 -0.599 -1.489 -0.329
O -0.639212 1.474372 -6.355221 -0.230 0.718 1.174
P -1.596602 0.946484 -5.187826 1.790 4.539 0.600
O -2.565539 0.003179 -5.656149 -1.421 -2.186 -0.379
O -0.657813 0.726251 -3.930606 -0.855 -1.300 -0.583
C -1.208150 -0.229885 -2.942674 -0.419 1.361 1.249
C -1.179534 -1.617272 -3.493620 1.281 -0.647 0.585
O -2.193029 2.362557 -4.719718 -1.015 -0.005 -0.838
C -3.248793 2.951579 -5.546455 -0.192 1.578 1.545
C -4.125222 3.901834 -4.669789 0.838 -0.823 -0.200
H 2.116513 -0.370846 -7.070774 -0.757 0.177 0.027
H 1.782028 0.959231 -5.992129 0.366 0.614 0.454
H 1.001530 -0.575920 -5.687946 0.268 -0.091 0.159
H 0.208281 1.124030 -8.107189 0.387 -0.032 -0.240
H -0.636438 -0.251569 -7.340875 0.697 0.155 -0.438
H -0.495310 -0.090239 -2.119464 -0.443 -0.305 -0.107
H -2.213984 0.151167 -2.570867 1.160 -0.566 -0.656
H -0.193960 -1.698413 -3.971005 -0.179 -0.296 -0.063
H -1.201815 -2.401704 -2.718712 -0.148 0.472 -0.065
H -1.933168 -1.814912 -4.215587 -0.651 -0.079 -0.578
H -2.809559 3.585830 -6.345687 -0.102 -0.820 0.280
H -3.907757 2.199884 -5.884820 -0.299 -1.100 -0.918
H -3.432742 4.658270 -4.341012 -0.227 0.784 0.208
H -4.987469 4.273351 -5.220730 0.338 0.366 -0.392
H -4.578714 3.455872 -3.789242 0.322 -0.527 0.157
C -2.456237 1.784645 4.413739 -0.607 0.760 -0.002
C -1.852085 0.925776 5.518069 0.854 0.452 -1.454
O -1.434142 -0.351027 5.013127 1.183 0.830 -0.041
P -2.432445 -1.459077 4.604800 -0.820 -0.874 1.488
O -3.500955 -1.566381 5.593429 -0.887 -0.176 0.220
O -2.938323 -1.241330 3.165171 -0.284 0.212 -0.868
C -2.088107 -0.887658 2.049817 0.693 -0.916 -0.578
C -2.603864 -1.607583 0.797892 0.791 0.619 0.299
O -1.508166 -2.729780 4.520514 0.741 -0.651 0.422
C -1.012608 -3.368470 5.745278 -0.178 -1.217 -2.238
C 0.284053 -4.095308 5.469883 -0.158 -0.736 -0.294
H -2.486899 2.829183 4.727261 0.014 0.070 0.368
H -1.946381 1.845852 3.453254 0.398 -0.579 0.121
H -3.508474 1.528455 4.234310 0.239 -0.237 -0.035
H -0.900784 1.329803 5.875285 -0.389 0.246 0.170
H -2.586595 0.826224 6.290510 -0.191 -0.354 0.678
H -2.053943 0.197344 1.931625 0.022 -0.309 0.115
H -1.058207 -1.285580 2.211808 -0.595 0.614 0.263
H -2.608570 -2.711215 1.023311 0.106 1.061 -0.702
H -3.603316 -1.232374 0.557469 0.171 -0.342 -0.113
H -1.870384 -1.246298 0.003391 -0.960 -0.969 0.629
H -0.836994 -2.696757 6.533331 -0.134 1.318 0.862
H -1.732857 -4.135306 6.059232 -0.164 0.486 -0.076
H 0.249946 -4.869442 4.686494 -0.682 -0.024 0.402
H 1.121417 -3.515130 5.108914 0.191 0.763 0.563
H 0.439590 -4.571059 6.445827 0.782 -0.128 -0.287
C -5.117979 -1.250742 -4.177447 0.940 0.233 1.369
C -5.198449 0.120529 -3.439707 1.818 -2.314 0.625
O -5.269182 -0.147575 -1.984681 0.297 0.363 -0.547
P -5.064943 1.174665 -1.125679 -1.045 0.754 -0.590
O -6.103425 2.204260 -1.403878 0.930 -0.729 0.462
O -5.000572 0.642844 0.366806 1.145 0.308 -1.234
C -6.117772 0.521640 1.205844 -0.899 -0.980 0.618
C -7.160523 -0.451250 0.669959 0.687 -0.066 -0.173
O -3.579524 1.597670 -1.526361 -0.899 -0.672 0.473
C -2.710159 2.079569 -0.515971 -0.073 1.864 2.169
C -1.983009 3.280785 -1.005143 1.865 -0.321 -2.341
H -6.101385 -1.678598 -4.389987 0.272 -0.151 0.311
H -4.620697 -0.994206 -5.078997 0.194 0.002 -1.234
H -4.369167 -1.978904 -3.688036 -1.509 1.080 -0.355
H -4.238041 0.672629 -3.654685 -1.275 -0.249 0.205
H -6.094798 0.622799 -3.680486 -0.714 0.935 -0.536
H -5.682140 0.168310 2.160072 -0.498 0.389 -0.309
H -6.655697 1.452280 1.294893 0.348 0.696 0.289
H -8.033532 -0.398287 1.293908 -0.608 0.179 0.060
H -7.360944 -0.262253 -0.379943 -0.434 0.429 -0.003
H -6.836335 -1.468353 0.680616 0.514 -0.804 0.234
H -3.257762 2.468757 0.368285 -0.280 -0.738 -0.366
H -2.000606 1.355222 -0.149045 0.011 -0.558 -0.208
H -2.582298 3.926377 -1.634486 -0.583 0.425 0.427
H -1.376708 3.823690 -0.279841 -0.408 -0.167 0.235
H -1.258675 2.909950 -1.764861 0.004 0.213 0.378
C 2.246673 -0.287279 4.597424 0.359 1.692 -0.039
C 3.571309 -0.879650 4.118407 -0.953 0.597 -0.461
O 3.337809 -2.277065 3.882168 -0.138 -0.712 -0.270
P 4.285021 -3.166194 2.982118 0.890 0.768 0.326
O 5.446912 -2.448466 2.439938 -0.302 -0.279 0.064
O 4.694688 -4.396254 3.893538 0.761 0.342 -0.566
C 3.795635 -5.145273 4.668954 -0.358 -0.363 0.696
C 4.496688 -6.444514 5.057031 1.080 1.042 1.549
O 3.336251 -3.868869 1.966187 -1.464 0.428 -1.266
C 2.343962 -3.119183 1.120048 1.483 -0.340 0.495
C 1.585040 -4.170755 0.411577 0.532 -0.478 -1.380
H 2.379609 0.856511 4.475377 -0.294 -1.679 0.904
H 1.397704 -0.439933 3.929820 0.318 -0.428 -0.189
H 1.957894 -0.660205 5.610721 0.387 0.624 -0.606
H 3.926973 -0.367513 3.199119 -0.313 -0.470 0.502
H 4.330044 -0.817131 4.880680 0.347 0.213 0.294
H 3.458428 -4.489695 5.486541 0.144 -0.547 0.130
H 2.920723 -5.428698 4.104503 -0.455 0.156 -0.468
H 5.464185 -6.198557 5.609254 -1.271 -0.363 -0.494
H 3.867612 -7.102297 5.685629 0.288 0.351 -0.394
H 4.803526 -6.927430 4.151130 -0.018 -0.506 -0.484
H 1.732536 -2.518650 1.739857 -0.605 0.514 1.086
H 2.827866 -2.414590 0.442623 0.499 -0.426 0.092
H 1.116772 -4.835974 1.135040 -0.329 0.031 -0.231
H 0.886161 -3.701975 -0.319225 0.233 -0.513 0.655
H 2.352413 -4.747941 -0.160703 -0.815 0.169 0.248

***

[2]
17
Properties=species:S:1:pos:R:3:forces:R:3 method="wB97M-V/def2-TZVPD" e_homo_ev=-14.9 total_charge=+1 e_above_lowest_kj_mol=186.1
C 1.322689 -0.709722 2.326849 0.006 -2.554 -3.134
C 0.299126 -0.040047 1.280121 0.346 -1.166 2.249
N 0.452435 1.214867 -2.089443 -0.246 -1.300 1.122
C 0.009292 0.828381 -0.880942 0.621 1.375 0.448
N 0.866194 0.353413 -0.021498 1.252 0.573 -0.781
H 2.264399 -0.204286 2.690798 -1.403 -0.156 -0.643
H 1.613214 -1.712922 1.705937 -0.072 2.269 1.681
H 0.714513 -1.127929 3.131741 0.198 0.464 0.131
H -0.213644 0.804024 1.800253 0.470 -0.228 -0.807
H -0.491817 -0.814147 1.029602 1.033 0.847 0.549
H 1.124137 0.693585 -2.632097 0.312 -0.096 0.467
H 0.010841 1.914185 -2.596132 -1.401 1.163 -0.947
H -0.975533 1.074332 -0.381305 0.735 -0.252 -1.666
H 1.889595 0.532684 -0.305602 -1.961 -0.995 1.263
H -2.947830 -0.981193 -2.430232 0.098 -0.020 -1.290
H -3.314188 -1.137207 -1.037494 1.039 0.750 -0.151
O -2.623427 -0.688010 -1.590549 -1.028 -0.673 1.509

***

[3]
37
Properties=species:S:1:pos:R:3:forces:R:3 method="wB97M-V/def2-TZVPD" e_homo_ev=-9.1 e_above_lowest_kj_mol=217.2 smiles="NC(=O)C[C@H](N)C(=O)N[C@@H](Cc1ccccc1)C(=O)O"
N -6.340454 0.658458 -0.957721 -3.031 -4.579 0.358
C -5.406059 -0.284255 -0.452521 -0.287 2.972 0.225
O -5.787906 -1.233557 0.186925 0.602 -0.462 -0.555
C -3.999097 0.321005 -0.592693 2.168 -0.514 -1.271
C -2.896905 -0.542901 0.130732 -3.321 0.754 0.811
N -3.249952 -0.674539 1.509499 0.982 0.969 2.238
C -1.490469 -0.208624 -0.174089 0.441 -0.246 -0.437
O -1.210276 0.187402 -1.280076 0.480 0.869 -0.894
N -0.560906 -0.564117 0.740916 0.702 0.423 3.509
C 0.769199 0.108135 0.807857 -0.684 0.321 -0.360
C 1.671363 -0.444730 -0.311164 -1.111 -0.686 0.296
C 3.159133 -0.386431 -0.245595 2.086 0.015 -0.829
C 3.901725 -1.326021 0.489181 -0.237 -0.215 2.379
C 5.323842 -1.249991 0.569741 0.547 -1.556 -0.262
C 6.034708 -0.490088 -0.318465 1.807 1.521 -2.631
C 5.316179 0.418360 -1.138562 -0.065 0.408 -0.317
C 3.931047 0.495520 -1.099034 -1.808 0.379 0.860
C 0.588232 1.634820 0.902502 1.276 -0.369 -0.274
O -0.317731 2.248418 1.388557 -0.130 -0.213 -0.348
O 1.763585 2.203677 0.504230 -0.899 0.474 -0.058
H -7.217603 0.058014 -1.278344 2.148 2.119 1.012
H -6.064058 1.290219 -1.643834 0.808 1.059 -1.320
H -3.638828 0.249488 -1.676014 -0.975 0.572 1.088
H -4.006537 1.415909 -0.269833 0.022 -1.501 -0.371
H -3.073140 -1.530840 -0.227142 0.197 -0.944 -0.792
H -3.452611 0.217917 1.999346 0.251 -0.803 -0.674
H -4.031188 -1.285291 1.641097 -0.343 -0.184 -0.065
H -0.956931 -0.725438 1.708523 0.262 0.121 -1.732
H 1.287652 -0.053937 1.752076 -0.409 -0.667 0.365
H 1.240417 -0.037192 -1.204078 0.242 0.208 -0.804
H 1.355849 -1.502255 -0.301379 0.361 0.234 -0.187
H 3.383687 -2.072535 1.237128 0.869 1.515 -1.734
H 5.988512 -1.919595 1.158326 -1.247 0.182 -0.065
H 7.204532 -0.554627 -0.644137 -2.920 -0.058 1.715
H 5.852284 1.108677 -1.819336 -0.291 -0.615 0.473
H 3.313913 1.305554 -1.627705 1.298 -1.352 0.519
H 1.614787 3.165385 0.535091 0.209 -0.151 0.130

***

[4]
43
Properties=species:S:1:pos:R:3:forces:R:3 method="wB97M-V/def2-TZVPD" e_homo_ev=-8.7 e_above_lowest_kj_mol=51.6 smiles="CCC(=O)Nc1cc(C(=O)OCC(=O)c2ccccc2)ccc1C"
C 4.151785 -0.403793 1.335910 0.041 -0.038 -0.127
C 3.667952 -0.643297 -0.094343 -0.048 0.188 0.063
C 2.148628 -0.583619 -0.160745 0.646 -0.107 -0.163
O 1.550595 0.364897 -0.613589 -0.133 0.137 -0.051
N 1.566197 -1.701046 0.363717 0.060 -0.539 0.224
C 0.208833 -2.010914 0.501567 -0.452 -0.047 0.016
C -0.780541 -1.071884 0.239827 -0.131 0.125 -0.020
C -2.120765 -1.415108 0.376875 0.248 -0.411 0.106
C -3.196714 -0.438706 0.084052 -0.454 -0.174 -0.015
O -4.357935 -0.725486 -0.071120 0.187 0.044 0.053
O -2.720199 0.813427 0.023992 0.278 0.114 -0.017
C -3.613867 1.851072 -0.347237 -0.725 0.162 -0.184
C -2.962865 2.808959 -1.345834 -0.206 -0.319 0.219
O -3.635927 3.345065 -2.195633 0.002 -0.087 0.110
C -1.511199 3.032993 -1.209561 0.569 0.266 -0.250
C -0.836654 2.902289 0.003986 -0.098 0.080 -0.135
C 0.523375 3.136076 0.066097 0.044 0.118 0.078
C 1.226169 3.489094 -1.073932 -0.052 0.045 0.017
C 0.562575 3.628011 -2.282006 0.091 0.038 -0.023
C -0.799181 3.411545 -2.348870 -0.200 -0.102 0.115
C -2.475123 -2.698767 0.777628 -0.113 0.258 -0.084
C -1.486306 -3.623369 1.050783 0.040 0.120 -0.032
C -0.141816 -3.305793 0.920417 0.013 0.088 -0.041
C 0.904484 -4.341193 1.218251 -0.095 0.100 -0.036
H 3.803631 0.563087 1.690848 -0.016 0.080 0.081
H 3.780899 -1.170416 2.013610 0.010 -0.031 0.099
H 5.238616 -0.412370 1.370702 0.066 0.005 0.066
H 4.058399 0.137348 -0.747346 -0.099 -0.096 -0.045
H 4.022858 -1.610514 -0.456734 0.004 0.001 -0.045
H 2.195316 -2.428623 0.669377 -0.006 0.193 -0.089
H -0.506349 -0.082381 -0.085046 0.019 0.012 0.011
H -3.899777 2.419728 0.547713 0.034 -0.103 -0.084
H -4.522037 1.424509 -0.788209 0.221 0.202 0.071
H -1.373870 2.633549 0.899637 -0.028 -0.069 0.087
H 1.040886 3.035636 1.008404 0.040 -0.023 0.072
H 2.291580 3.655496 -1.020299 0.092 -0.010 0.005
H 1.108569 3.905181 -3.171664 0.041 0.015 -0.067
H -1.335055 3.516307 -3.280645 -0.042 0.020 -0.064
H -3.519612 -2.951051 0.871166 -0.096 -0.028 0.000
H -1.760925 -4.618666 1.368355 -0.002 -0.096 0.034
H 1.526443 -4.533899 0.343281 0.106 -0.049 -0.029
H 0.431629 -5.276682 1.504655 0.035 -0.049 0.019
H 1.547299 -4.026692 2.041965 0.110 -0.032 0.053

***

[5]
20
Properties=species:S:1:pos:R:3:forces:R:3 method="wB97M-V/def2-TZVPD" e_homo_ev=-9.4 e_above_lowest_kj_mol=233.8 smiles="C=CCCCC=O.O"
C -1.486994 1.303842 -0.371043 -0.546 -0.913 1.241
C -1.313514 0.559814 0.725614 1.838 1.418 -0.606
C 0.059964 0.477878 1.435847 -1.610 -0.044 -0.350
C 1.257229 0.751488 0.522726 -0.645 0.797 0.409
C 1.272613 -0.068547 -0.752277 -0.288 -0.848 -1.000
C 1.575436 -1.483093 -0.343093 0.670 0.877 0.591
O 2.697902 -1.907969 -0.398528 0.086 -0.855 -0.116
H -0.661989 1.740874 -0.889655 0.141 0.370 -0.280
H -2.491259 1.383971 -0.749471 -0.124 0.306 -0.382
H -2.161364 0.127714 1.194506 -0.627 -0.444 0.522
H 0.143567 -0.472011 1.977138 0.112 0.045 -0.226
H -0.072797 1.231414 2.211861 0.562 0.120 0.225
H 1.350661 1.824013 0.265325 -0.297 -0.415 0.180
H 2.162988 0.520712 1.083650 0.129 -0.011 -0.045
H 2.065163 0.332566 -1.362216 0.601 -0.271 -0.254
H 0.396655 -0.137028 -1.423338 -0.003 0.596 0.902
H 0.778910 -2.014120 0.228569 0.084 -0.148 -0.465
O -1.516694 -1.475178 -1.348659 -0.793 -1.037 1.359
H -2.285940 -0.947015 -1.584554 0.088 0.136 -0.250
H -1.770538 -1.749323 -0.422403 0.622 0.319 -1.456

***

| no. | orbital gap (eV) | calculated total energy (eV) |
| --- | --- | --- |
| 1 | 8.18 | -125953.6908 |
| 2 | 11.05 | -8309.8635 |
| 3 | 9.72 | -26416.9654 |
| 4 | 9.17 | -29692.4878 |
| 5 | 10.05 | -10509.8837 |